Entry 1:
# C4H8O

A single C4H8O molecule (wB97M-V/def2-TZVPD, OMol25).

Largest force on an atom   0.5 eV Å⁻¹
SMILES   CCCC=O
Frontier orbital gap   10.965 eV
Highest occupied orbital energy   -9.9 eV

Last columns: bonded neighbours and bond lengths (Å).
Geometry (Å):
1 O -1.71 1.09 -1.27  C4 1.207
2 C 0.25 -0.78 -0.25  C3 1.532, C5 1.537, H9 1.096, H13 1.095
3 C 1.64 -0.14 -0.35  C2 1.532, H7 1.098, H8 1.096, H11 1.097
4 C -1.73 0.86 -0.09  O1 1.207, C5 1.514, H10 1.114
5 C -0.73 0.00 0.65  C2 1.537, C4 1.514, H6 1.101, H12 1.100
6 H -0.18 0.67 1.33  C5 1.101
7 H 2.04 0.07 0.65  C3 1.098
8 H 1.61 0.81 -0.90  C3 1.096
9 H -0.19 -0.86 -1.25  C2 1.096
10 H -2.54 1.29 0.55  C4 1.114
11 H 2.34 -0.81 -0.86  C3 1.097
12 H -1.30 -0.66 1.32  C5 1.100
13 H 0.36 -1.80 0.12  C2 1.095

=====

Entry 2:
# C4H8O

2 unconnected molecules or ions with the total composition C4H8O (wB97M-V/def2-TZVPD, OMol25).

Largest force on an atom   0.4 eV Å⁻¹
SMILES   C1CO1.C=C
Frontier orbital gap   11.149 eV
Highest occupied orbital energy   -10.0 eV

Last columns: bonded neighbours and bond lengths (Å).
Geometry (Å):
1 O 1.56 -0.85 0.04  C3 1.418, C4 1.422
2 C -1.91 0.39 0.89  C5 1.328, H8 1.087, H13 1.088
3 C 2.00 0.49 -0.12  O1 1.418, C4 1.458, H6 1.088, H10 1.091
4 C 0.99 -0.07 -1.01  O1 1.422, C3 1.458, H9 1.083, H12 1.088
5 C -1.61 -0.80 0.38  C2 1.328, H7 1.087, H11 1.089
6 H 3.02 0.62 -0.47  C3 1.088
7 H -0.93 -1.48 0.87  C5 1.087
8 H -2.53 1.10 0.36  C2 1.087
9 H -0.04 0.22 -0.85  C4 1.083
10 H 1.68 1.17 0.67  C3 1.091
11 H -1.97 -1.10 -0.61  C5 1.089
12 H 1.24 -0.40 -2.01  C4 1.088
13 H -1.51 0.71 1.85  C2 1.088

=====

Entry 3:
# C4H8O

2 unconnected molecules or ions with the total composition C4H8O (wB97M-V/def2-TZVPD, OMol25).

Largest force on an atom   0.6 eV Å⁻¹
SMILES   CC=O.C=C
Frontier orbital gap   10.978 eV
Highest occupied orbital energy   -9.9 eV

Last columns: bonded neighbours and bond lengths (Å).
Geometry (Å):
1 O -1.39 0.92 1.45  C2 1.199
2 C -1.49 -0.09 0.80  O1 1.199, C3 1.501, H13 1.112
3 C -0.90 -1.40 1.22  C2 1.501, H9 1.092, H11 1.088, H12 1.095
4 C 0.76 0.78 -1.47  C5 1.321, H8 1.084, H10 1.085
5 C 1.90 1.20 -0.95  C4 1.321, H6 1.088, H7 1.086
6 H 1.95 2.00 -0.22  C5 1.088
7 H 2.87 0.77 -1.20  C5 1.086
8 H 0.74 -0.13 -2.06  C4 1.084
9 H 0.04 -1.50 0.66  C3 1.092
10 H -0.18 1.29 -1.31  C4 1.085
11 H -0.71 -1.48 2.29  C3 1.088
12 H -1.54 -2.24 0.96  C3 1.095
13 H -2.04 -0.11 -0.16  C2 1.112

=====

The records above yield calculated total energy values of -232.4330 -232.3505 -232.3925 Ha, respectively.